The following is a DFT calculation (ωB97M-V/def2-TZVPD) of a gas-phase ion, C23H38BINO6 (charge -1).

Summary:
* LUMO energy: 2.5 eV
* HOMO-LUMO gap: 7.143 eV
* E_tot: -47023.7138 eV
* charge: -1

Element x y z (Å)
C: -4.469505 -1.529865 2.418866
C: -4.504395 -0.350587 1.441390
C: -4.254431 -0.757782 -0.013199
C: -2.829930 -1.255932 -0.303335
C: -1.875005 -0.131797 -0.735655
C: -2.366832 0.438251 -2.098998
O: -2.883117 1.761694 -1.939417
C: -2.316421 2.733888 -2.682896
C: -2.077274 3.969216 -1.853503
O: -2.041064 2.609603 -3.849259
O: -1.960744 0.858362 0.256459
B: -0.665967 0.940189 0.989744
C: -0.753457 1.153587 2.602304
C: -0.623210 2.625089 3.013276
C: -0.349856 2.796292 4.507477
I: 1.019114 4.422149 4.945900
O: 0.026690 -0.322826 0.603212
C: -0.342160 -0.551538 -0.732322
C: -0.207542 -2.064393 -1.014498
C: 1.176964 -2.625507 -1.351135
C: 2.084781 -2.765684 -0.125656
C: 3.441997 -3.393079 -0.465677
N: 4.488001 -2.415463 -0.700756
C: 4.852063 -1.932246 -1.925917
C: 5.841610 -1.006344 -1.754995
C: 6.091581 -0.923265 -0.357227
C: 5.242684 -1.801129 0.252440
C: 0.500407 0.324362 -1.693642
C: 1.989758 0.477247 -1.356806
C: 2.364083 1.432846 -0.251130
O: 2.934604 1.132852 0.769687
O: 2.110467 2.725128 -0.580813
H: -4.868129 -2.432585 1.940952
H: -3.449686 -1.743282 2.749140
H: -5.079059 -1.330341 3.303074
H: -3.778341 0.411259 1.726884
H: -5.497428 0.115007 1.487547
H: -4.526439 0.074406 -0.669292
H: -4.954923 -1.573461 -0.244667
H: -2.418566 -1.701530 0.608175
H: -2.869305 -2.060106 -1.047197
H: -1.575422 0.456451 -2.843327
H: -3.164388 -0.191235 -2.507760
H: -1.621808 4.753574 -2.453869
H: -1.452319 3.700454 -0.996834
H: -3.028185 4.319554 -1.441854
H: -0.028496 1.925702 0.520850
H: -1.675534 0.741067 3.036827
H: 0.097123 0.603744 3.031437
H: 0.163621 3.099443 2.422460
H: -1.543817 3.171252 2.774903
H: 0.131197 1.925574 4.947037
H: -1.231279 3.061854 5.088670
H: -0.874522 -2.333502 -1.841564
H: -0.542947 -2.570656 -0.105583
H: 1.679666 -2.030551 -2.120163
H: 1.036139 -3.628179 -1.778170
H: 2.262450 -1.778646 0.311941
H: 1.578789 -3.353641 0.646180
H: 3.767235 -4.029436 0.361883
H: 3.377296 -4.010233 -1.365592
H: 4.360355 -2.285748 -2.820076
H: 6.312611 -0.448901 -2.549364
H: 6.799846 -0.277888 0.137550
H: 5.119701 -2.019664 1.302365
H: 0.426155 -0.108854 -2.697593
H: 0.063715 1.324961 -1.744456
H: 2.472761 -0.463294 -1.115732
H: 2.488274 0.869132 -2.252065
H: 2.399764 3.244983 0.183365

Atoms 1-3, force components in eV/Å:
0.08 0.02 -0.14
-0.24 0.11 -0.04
-0.03 -0.21 0.09

***

The following is a DFT calculation (ωB97M-V/def2-TZVPD) of a molecular structure, C48H34BrF4NP3TeZn.

Summary:
* LUMO energy: -3.4 eV
* HOMO-LUMO gap: 6.245 eV
* E_tot: -216297.4235 eV
* charge: +1

Element x y z (Å)
Zn: -0.537209 -0.646812 0.166229
Te: 2.647371 1.195240 1.968451
C: 4.422551 2.439576 1.459893
C: 5.083697 2.196504 0.238761
C: 6.247153 2.884743 -0.102093
N: 6.766380 3.831912 0.681498
C: 6.218760 3.940466 1.900134
C: 5.028827 3.356990 2.312892
C: 2.012409 0.544279 0.026828
P: 1.790471 -1.190132 -0.250836
C: 2.810997 -2.018016 0.945096
C: 2.183273 -3.018015 1.760041
C: 2.780555 -3.497419 2.896607
C: 4.093181 -3.126551 3.148376
C: 4.835878 -2.317364 2.247419
C: 4.171387 -1.716484 1.145052
C: 2.440079 -1.739258 -1.851802
C: 3.358535 -1.053114 -2.630165
C: 3.707335 -1.503683 -3.889395
C: 3.388166 -2.765291 -4.357611
C: 2.592747 -3.541119 -3.491529
C: 2.132839 -3.081383 -2.263913
P: 0.542438 1.424693 -0.548329
C: 0.325682 3.065798 0.120684
C: -0.539140 3.248387 1.196373
C: -0.721249 4.490195 1.743990
C: 0.105803 5.585974 1.366645
C: 0.935914 5.411227 0.258745
C: 1.037647 4.222426 -0.395783
C: 0.464255 1.681399 -2.260851
C: -0.744273 1.820785 -2.963263
C: -0.694085 2.355760 -4.267099
C: 0.494447 2.576660 -4.918188
C: 1.634667 2.463883 -4.209313
C: 1.692217 1.878482 -2.958224
H: 4.578126 1.431248 -0.390227
H: 6.815008 2.732605 -1.058693
H: 6.821960 4.592806 2.515851
H: 4.706841 3.565421 3.320346
H: 1.161990 -3.240201 1.482405
H: 2.270878 -4.119531 3.662569
H: 4.612737 -3.506055 4.025176
H: 5.947658 -2.233732 2.458293
H: 4.622859 -0.869541 0.558782
H: 3.811817 -0.143099 -2.236408
H: 4.332272 -0.820831 -4.532198
H: 3.697362 -3.220827 -5.293898
H: 2.351068 -4.544270 -3.842269
H: 1.426794 -3.657729 -1.701848
H: -1.196186 2.434773 1.424264
H: -1.461436 4.615602 2.488153
H: -0.007254 6.473569 1.935555
H: 1.538575 6.258248 -0.049623
H: 1.609582 4.082700 -1.296039
H: -1.707790 1.533832 -2.519350
H: -1.620588 2.584757 -4.790755
H: 0.531594 2.944078 -5.913018
H: 2.571271 2.821703 -4.735041
H: 2.669128 1.635664 -2.481738
F: -3.679960 -6.696571 -0.692802
C: -3.603861 -5.484110 -0.146240
C: -4.641102 -4.511538 -0.249453
F: -5.874120 -5.008946 -0.568123
C: -4.426227 -3.212914 0.124248
F: -5.494171 -2.400559 0.180288
C: -3.202987 -2.820363 0.732025
P: -2.829425 -1.024436 0.927765
C: -3.901732 -0.276250 -0.330718
C: -3.995544 -0.875092 -1.602811
C: -4.984062 -0.507078 -2.499152
C: -5.890070 0.510612 -2.223543
C: -5.719237 1.213918 -1.014093
C: -4.734805 0.865941 -0.082655
C: -3.635446 -0.558707 2.470330
C: -5.036750 -0.540008 2.713957
C: -5.489598 -0.344803 4.027911
C: -4.625558 -0.209007 5.085833
C: -3.257563 -0.212812 4.826685
C: -2.769220 -0.369950 3.540793
C: -2.296201 -3.828967 1.080355
Br: -0.995005 -3.489653 2.398692
C: -2.431017 -5.095622 0.496033
F: -1.367675 -5.981004 0.575432
H: -3.366959 -1.691160 -1.906463
H: -5.064869 -0.984663 -3.479747
H: -6.678446 0.768888 -2.872738
H: -6.396092 2.011156 -0.794098
H: -4.778141 1.368459 0.877918
H: -5.799242 -0.630056 1.920867
H: -6.550591 -0.317670 4.173010
H: -5.035426 -0.032487 6.112598
H: -2.523304 -0.091843 5.680561
H: -1.719582 -0.294636 3.261751

Atoms 1-3, force components in eV/Å:
0.21 0.51 -0.34
0.79 0.88 -0.79
0.18 -0.46 -0.69

***

The following is a DFT calculation (ωB97M-V/def2-TZVPD) of C3H6N2 in the gas phase.

Summary:
* LUMO energy: 0.8 eV
* HOMO-LUMO gap: 9.931 eV
* E_tot: -6186.5894 eV
* SMILES: [H]/N=C(\N)C=C

Element x y z (Å)
H: 1.263594 1.919531 0.164124
N: 0.304434 1.432482 -0.157215
C: 0.464422 0.131615 -0.097822
N: 1.618778 -0.661518 0.236391
C: -0.746492 -0.701957 -0.266491
C: -1.936542 -0.094753 0.161030
H: 1.656176 -1.727847 -0.002606
H: 2.549498 -0.239271 0.112088
H: -0.627914 -1.761909 -0.563316
H: -2.986348 -0.591852 0.326585
H: -2.005820 0.995171 0.628593

Atoms 1-3, force components in eV/Å:
-2.51 -1.30 -1.02
3.84 -0.95 1.23
0.57 0.46 -0.06

***

The following is a DFT calculation (ωB97M-V/def2-TZVPD) of 3 unconnected molecules or ions with the total composition C8H18NO8S2.

Summary:
* LUMO energy: 1.7 eV
* HOMO-LUMO gap: 2.639 eV
* E_tot: -48125.2551 eV
* charge: -1

Element x y z (Å)
C: -2.771547 1.019557 1.202791
C: -3.193886 2.304741 0.502593
C: -2.263431 3.490297 0.827212
C: -4.683343 2.634152 0.839775
N: -5.622776 1.650070 0.420312
H: -3.597319 0.307631 1.099480
H: -1.856873 0.586667 0.781770
H: -2.593017 1.206299 2.270756
H: -3.175406 2.118005 -0.578105
H: -2.830193 4.296355 1.309431
H: -1.449796 3.199008 1.500086
H: -1.792171 3.915022 -0.064027
H: -4.837095 3.640245 0.366291
H: -4.681556 2.853082 1.935083
H: -6.094710 1.287794 1.245396
C: 3.031873 -0.463876 1.593877
C: 1.626875 -1.024058 1.465859
O: 0.802900 0.040424 1.958609
S: 1.398761 1.439419 1.494409
O: 0.858471 1.851852 0.250485
O: 1.397678 2.306422 2.617487
O: 2.889401 0.910332 1.205898
H: 3.389094 -0.515016 2.623762
H: 3.730236 -0.943514 0.916473
H: 1.453022 -1.897330 2.087875
H: 1.353477 -1.237681 0.431223
C: 2.886930 -3.674679 -3.776834
C: 2.305161 -2.320184 -3.408865
O: 1.852944 -2.520785 -2.058410
S: 2.829490 -3.504750 -1.286782
O: 3.795795 -2.771184 -0.542524
O: 2.045458 -4.495593 -0.644093
O: 3.561539 -4.093565 -2.574257
H: 2.110167 -4.399118 -4.021589
H: 3.631392 -3.627783 -4.566318
H: 1.438241 -2.039938 -3.999391
H: 3.054215 -1.528321 -3.425738

Atoms 1-3, force components in eV/Å:
-0.03 0.01 0.01
0.04 0.04 -0.05
0.02 -0.09 -0.01

***

The following is a DFT calculation (ωB97M-V/def2-TZVPD) of ClH2NO2S in the gas phase.

Summary:
* LUMO energy: 0.2 eV
* HOMO-LUMO gap: 11.398 eV
* E_tot: -28974.2368 eV
* SMILES: NS(=O)(=O)Cl

Element x y z (Å)
N: -0.007741 -0.144387 -0.188746
S: 0.659233 -0.522331 -1.665143
O: 1.996536 -0.928283 -1.421348
O: 0.319188 0.561119 -2.486820
Cl: -0.372986 -2.121825 -2.394806
H: 0.554385 -0.254314 0.556133
H: -0.896245 -0.137830 0.070629

Atoms 1-3, force components in eV/Å:
3.11 -0.23 -4.01
-0.76 0.41 2.15
-0.04 -0.15 -0.01